Entry 1:
Molecular formula: C34H26ClN3O10PReS
Method: DFT, wB97M-V/def2-TZVPD

Structure (XYZ):
```
77
Properties=species:S:1:pos:R:3:forces:R:3:lowdin_spin:R:1
Re -0.80663 0.06466 -0.04845 -2.63 -0.43 -0.23 0.6981
Cl -0.35676 -0.41691 2.25385 0.59 -0.17 0.81 0.0168
C 1.36111 -0.22524 2.61879 0.04 -0.01 0.07 -0.0030
C 1.75743 -0.46435 3.92007 -0.17 -0.04 0.18 0.0017
C 3.10256 -0.34275 4.23158 -0.01 0.01 -0.01 -0.0004
C 4.01512 0.01035 3.24597 0.05 0.03 -0.02 0.0020
C 3.58617 0.23997 1.94861 0.08 0.02 0.05 -0.0002
C 2.23611 0.13424 1.61776 0.01 -0.09 -0.27 -0.0003
P 1.64268 0.42441 -0.08117 0.15 0.50 0.00 -0.0080
C 1.73341 2.23715 -0.28707 0.06 -0.02 0.07 -0.0005
C 2.13909 3.09083 0.73423 -0.01 0.04 -0.04 -0.0002
C 2.15737 4.46838 0.52625 -0.06 -0.06 0.04 -0.0001
C 1.77131 4.99074 -0.70006 0.04 -0.01 0.02 -0.0003
C 1.35456 4.13806 -1.71789 0.00 0.01 0.02 0.0000
C 1.32943 2.76660 -1.51415 0.06 0.09 -0.07 -0.0003
C 3.04052 -0.15820 -1.08964 -0.11 -0.02 -0.09 -0.0014
C 4.00383 0.75669 -1.52414 0.05 -0.06 -0.06 -0.0003
C 5.17053 0.30074 -2.12442 -0.05 0.01 0.03 -0.0001
C 5.38050 -1.06082 -2.29652 0.03 0.04 0.01 -0.0001
C 4.41528 -1.96731 -1.88180 0.02 -0.08 -0.02 0.0000
C 3.24887 -1.52185 -1.28055 -0.10 0.06 -0.06 -0.0002
H 1.02947 -0.74215 4.67430 0.07 -0.01 -0.06 -0.0001
H 3.43427 -0.53337 5.24411 -0.01 0.01 -0.04 -0.0001
H 5.06638 0.10531 3.48782 -0.05 -0.03 -0.01 0.0001
H 4.30176 0.50379 1.17896 -0.02 -0.03 0.02 -0.0001
H 2.45864 2.68922 1.68886 -0.02 0.05 -0.02 0.0000
H 2.47760 5.12835 1.32440 0.01 -0.04 -0.06 0.0000
H 1.80783 6.06087 -0.86770 -0.03 -0.05 0.01 0.0000
H 1.04835 4.54574 -2.67412 0.04 -0.04 0.03 0.0000
H 0.99664 2.10783 -2.30818 0.06 0.04 0.02 0.0000
H 3.85807 1.82033 -1.40004 0.01 -0.01 0.02 0.0000
H 5.91690 1.01515 -2.45044 -0.05 -0.04 0.00 0.0000
H 6.29678 -1.41355 -2.75588 -0.07 0.02 0.02 0.0000
H 4.57025 -3.03047 -2.02127 -0.03 0.06 0.00 0.0000
H 2.50348 -2.23411 -0.97062 0.01 -0.03 0.03 0.0000
O -0.40533 0.26193 -4.13021 0.27 0.04 -0.01 0.0197
C -1.14118 0.26849 -3.18477 -0.43 -0.14 0.18 0.0063
O -0.71272 0.51582 -1.95350 0.70 -0.03 0.19 0.0367
C -2.62736 0.10655 -3.36224 -0.03 -0.05 0.16 -0.0009
C -3.08227 -0.04350 -4.66656 -0.05 0.00 -0.07 -0.0001
C -4.43723 -0.11522 -4.95030 -0.03 -0.04 -0.03 -0.0003
C -5.37366 -0.01541 -3.92896 0.05 0.00 -0.10 0.0001
C -4.94376 0.12808 -2.62238 0.07 0.07 0.05 -0.0002
C -3.57836 0.16633 -2.34070 -0.07 -0.06 0.00 0.0004
S -3.21377 0.29710 -0.61335 0.39 -0.17 -0.76 0.0035
H -2.34165 -0.09728 -5.45253 -0.02 0.02 0.00 0.0001
H -4.76449 -0.24385 -5.97612 0.03 0.04 0.09 0.0000
H -6.43294 -0.03924 -4.14872 0.03 -0.04 0.01 0.0000
H -5.66308 0.20555 -1.81423 0.05 -0.01 -0.04 0.0000
C -1.86253 4.30267 0.42044 -0.02 0.05 -0.05 0.0001
C -1.43030 3.00863 1.02722 0.05 0.07 0.01 -0.0005
C -1.49085 2.79254 2.50187 0.00 -0.02 0.10 0.0010
O -1.02895 2.12804 0.26597 -0.12 0.00 -0.02 0.0368
H -2.29845 4.97788 1.15233 0.04 -0.01 -0.04 0.0001
H -2.58279 4.10062 -0.37662 0.05 0.00 0.05 -0.0001
H -0.99551 4.77484 -0.05143 -0.02 -0.03 0.06 -0.0002
H -1.79675 3.69045 3.03138 0.01 -0.02 -0.01 0.0001
H -0.51151 2.47102 2.86531 -0.04 0.00 -0.04 0.0000
H -2.20232 1.98872 2.71854 0.03 0.01 -0.04 -0.0001
O -2.24268 -6.71634 3.61709 -0.08 0.19 -0.04 0.0005
N -2.84090 -5.66739 3.49330 -0.05 -0.09 0.04 0.0002
O -3.77971 -5.30558 4.17770 0.19 -0.03 -0.19 0.0005
C -2.38403 -4.74958 2.43464 0.12 -0.22 0.18 0.0023
C -3.06103 -3.57269 2.22397 -0.45 0.23 0.01 0.0000
C -2.59015 -2.71195 1.26256 -0.06 0.19 -0.33 0.0092
C -1.40905 -2.91089 0.52465 0.19 0.01 0.17 0.0044
O -0.99186 -2.00192 -0.30258 0.75 0.14 -0.16 0.0365
C -0.76852 -4.15014 0.79087 0.16 0.17 -0.27 0.0029
C -1.25680 -5.05805 1.70392 0.09 -0.13 0.09 -0.0007
N 0.51828 -4.50024 0.16798 -0.06 -0.28 0.00 0.0005
O 1.24674 -3.58750 -0.16813 -0.07 0.04 0.08 -0.0002
O 0.79447 -5.67765 0.06640 -0.12 0.26 -0.02 0.0012
N -3.29466 -1.47978 1.03510 -1.00 -1.40 0.97 0.0566
O -2.75243 -0.41200 1.48161 1.77 1.20 0.03 0.0612
O -3.64414 -1.29300 -0.29030 -0.34 0.29 -0.57 0.0193
H -3.95051 -3.34239 2.79650 0.02 0.02 -0.06 0.0000
H -0.72413 -5.98200 1.87283 -0.02 -0.04 0.01 -0.0001
```
Positions in Å, forces in eV/Å.

energy relative to the best compared isomer or geometry (same formula, charge and spin)	42.2	kcal per mole
F_max	0.052	hartree/bohr
orbital gap (alpha / beta)	6.65 / 6.57	eV
calculated total energy	-95386.5152	eV
multiplicity	2
net charge	+1
<S²>	0.782
lowest unoccupied orbital energy (alpha / beta)	-4.5 / -4.4	eV


Entry 2:
Molecular formula: C34H26HgN7OS2
Method: DFT, wB97M-V/def2-TZVPD

Structure (XYZ):
```
71
Properties=species:S:1:pos:R:3:forces:R:3:lowdin_spin:R:1
Hg 0.09131 0.21866 0.18163 1.79 0.56 0.53 0.0000
C -4.23147 4.32024 2.04115 -1.66 0.14 -0.45 0.0000
C -2.93317 3.70504 1.76991 1.06 -1.02 0.72 0.0002
N -2.51773 2.63370 2.42876 0.99 1.56 -2.68 0.0000
N -3.38858 2.15245 3.21898 -1.07 -3.38 2.25 0.0000
C -3.06320 0.87442 3.75613 0.71 3.15 -0.83 0.0005
N -4.05382 0.55876 4.60271 -0.55 -1.93 1.50 0.0003
S -1.63115 -0.00002 3.56594 -0.80 -0.22 0.18 0.0009
C -2.14309 4.18645 0.65149 -0.43 0.15 -0.58 0.0000
C -2.80626 4.76353 -0.49064 -0.27 0.61 0.20 0.0000
C -2.04774 5.08419 -1.61305 1.04 0.18 0.77 0.0000
C -0.62992 4.87613 -1.53658 -1.18 0.06 -0.61 0.0000
C -0.10090 4.28664 -0.41754 -0.87 -0.03 1.03 0.0000
N -0.83576 3.99182 0.67590 0.94 -0.41 -0.71 0.0001
H -4.61416 4.09386 3.05082 0.17 -0.07 -0.66 0.0000
H -4.98639 4.04454 1.24822 0.28 -0.04 0.90 0.0000
H -4.12500 5.38407 1.93583 -0.05 0.82 0.04 0.0000
H -4.95440 0.97923 4.44441 0.17 0.20 0.20 0.0000
H -3.94691 -0.22009 5.26948 -0.15 0.70 -1.09 0.0000
H -3.89361 5.04153 -0.37773 1.32 -0.60 -0.52 0.0000
H -2.46054 5.54911 -2.51934 0.00 -0.24 0.53 0.0000
H 0.03728 5.17370 -2.33404 -0.14 -0.11 -0.21 0.0000
H 0.94163 4.02117 -0.33574 0.28 0.16 -0.06 0.0000
N 10.82515 1.47810 1.00004 -2.84 -0.21 -0.29 0.0682
C 9.64899 1.36924 0.93998 2.99 0.47 0.75 0.0246
C 8.24472 1.19487 0.92212 -0.50 -0.57 -0.36 0.0951
C 7.32335 1.90865 1.71744 1.19 -0.03 0.09 0.0091
C 5.98576 1.65561 1.63936 -0.34 1.31 2.17 0.0553
C 5.43769 0.73361 0.74266 -1.88 -0.61 -1.43 0.0496
C 6.35425 0.02226 -0.12209 1.38 0.46 1.11 0.0722
C 7.74450 0.19448 0.05719 -1.40 0.28 -0.31 0.0094
C 3.97047 0.55341 0.56048 0.70 -0.66 0.51 0.2152
C 3.01459 0.61483 1.64728 0.29 -0.44 -0.57 0.0116
C 3.31104 0.44016 2.99874 -1.03 1.13 0.05 0.0739
C 2.21149 0.90757 3.76188 -0.60 0.48 -1.36 0.0286
C 1.28560 1.28959 2.76444 -2.05 0.16 2.39 0.0615
N 1.64843 1.02665 1.51857 1.35 -0.40 -1.04 0.0197
C 3.49977 0.15087 -0.72451 0.02 -0.26 -1.84 0.0213
C 4.04323 0.58890 -2.00045 -1.06 -1.21 1.23 0.0686
C 3.24974 -0.09700 -2.97745 1.36 1.39 0.78 0.0246
C 2.30048 -0.80821 -2.26513 -1.13 -1.12 0.27 0.0509
N 2.43050 -0.75352 -0.91254 0.64 1.93 -0.68 0.0259
H 7.72729 2.61892 2.44199 -0.28 -0.05 -0.24 -0.0012
H 5.39372 2.24184 2.40928 0.18 -0.99 -1.39 0.0017
H 5.96275 -0.68142 -0.84929 0.07 0.05 0.24 0.0025
H 8.50551 -0.38317 -0.46130 -0.43 -0.09 -0.27 -0.0012
H 4.24423 0.11003 3.35338 1.01 -0.31 0.35 0.0029
H 2.02037 1.02249 4.83463 0.35 -0.23 -0.59 0.0008
H 0.26653 1.67341 2.93345 0.70 -0.24 0.00 0.0025
H 4.89111 1.29181 -2.06433 -0.63 -0.55 -0.32 0.0012
H 3.42263 -0.03547 -4.03772 -0.33 -0.06 -0.23 0.0003
H 1.44129 -1.36503 -2.68458 0.69 0.16 0.18 0.0037
C -5.64395 -8.54934 -3.17703 -0.12 -0.32 0.71 0.0000
C -4.93015 -7.26205 -2.83037 2.37 -0.32 0.42 0.0000
O -3.86500 -7.26895 -2.21257 -2.08 -0.10 -0.79 0.0000
S -5.63317 -5.80235 -3.53218 -1.10 -0.41 -0.04 0.0000
C -4.62257 -4.59305 -2.81759 0.50 0.59 0.21 0.0000
C -3.28154 -4.64384 -3.15210 -0.24 0.46 0.04 0.0000
C -2.41710 -3.70659 -2.63897 0.12 0.51 0.61 0.0000
C -2.82051 -2.69407 -1.74037 -1.42 -1.27 -0.72 0.0000
C -4.18611 -2.75277 -1.33344 1.33 0.16 -0.99 0.0000
C -5.07295 -3.62556 -1.91529 -0.86 -0.78 0.21 0.0000
C -1.96158 -1.64352 -1.34121 0.77 1.33 0.52 -0.0001
C -1.29674 -0.66960 -1.00847 -0.53 -1.24 0.23 -0.0002
H -5.81205 -9.03186 -2.18802 -0.17 0.15 -0.72 0.0000
H -4.97671 -9.22063 -3.73998 -0.18 0.40 0.12 0.0000
H -6.58831 -8.39542 -3.71615 0.28 -0.07 0.22 0.0000
H -2.94814 -5.38990 -3.85384 0.21 -0.08 0.00 0.0000
H -1.39422 -3.78260 -2.91257 0.80 0.22 -0.23 0.0000
H -4.52158 -2.04972 -0.62705 -0.40 0.82 0.75 0.0000
H -6.13922 -3.60077 -1.62297 0.72 -0.05 -0.19 0.0000
```
Positions in Å, forces in eV/Å.

energy relative to the best compared isomer or geometry (same formula, charge and spin)	1.3	kcal per mole
F_max	0.082	hartree/bohr
orbital gap (alpha / beta)	3.44 / 4.88	eV
calculated total energy	-73999.5462	eV
multiplicity	2
net charge	-2
<S²>	0.781
lowest unoccupied orbital energy (alpha / beta)	3.0 / 3.0	eV


Entry 3:
Molecular formula: C34H26N4P2Pd
Method: DFT, wB97M-V/def2-TZVPD

Structure (XYZ):
```
67
Properties=species:S:1:pos:R:3:forces:R:3:nbo_charge:R:1
Pd -0.17074 -0.28483 -0.96577 0.28 0.17 -0.58 0.5528
C -3.21907 0.09067 -1.49249 -0.21 -0.06 0.07 -0.7473
P -1.92431 1.04815 -0.64770 0.18 0.30 -0.56 1.2415
C -1.77503 2.67048 -1.42519 -0.03 0.04 0.19 -0.4394
C -1.27184 2.74251 -2.72480 0.05 -0.04 -0.02 -0.1786
C -1.09369 3.97033 -3.33452 0.00 0.03 0.01 -0.2001
C -1.40078 5.13933 -2.64846 -0.02 -0.03 -0.02 -0.1557
C -1.90561 5.07490 -1.36089 -0.01 -0.04 0.00 -0.2223
C -2.09375 3.84346 -0.74646 -0.06 0.07 -0.03 -0.1259
C -2.36017 1.30242 1.06870 -0.04 -0.07 0.10 -0.3294
C -1.46094 1.98569 1.88759 -0.02 0.06 0.03 -0.2023
C -1.77511 2.21399 3.21680 0.00 -0.02 -0.03 -0.2046
C -2.97351 1.73897 3.73580 0.01 0.02 0.05 -0.1889
C -3.85895 1.04126 2.92903 0.00 -0.03 -0.06 -0.2102
C -3.55624 0.82054 1.59201 0.02 0.02 0.10 -0.1953
C -2.92213 -1.32344 -1.11178 0.21 0.20 0.05 0.0751
C -3.68545 -2.43372 -0.85953 0.07 -0.25 -0.04 -0.2986
C -2.77845 -3.47038 -0.49467 -0.24 0.04 -0.01 -0.2959
C -1.51237 -2.93663 -0.52013 0.18 0.30 -0.04 0.0877
C -0.17672 -3.53003 -0.19847 -0.01 -0.05 0.05 -0.7259
P 1.18481 -2.41985 -0.76027 0.20 0.23 0.82 0.8605
C 2.62241 -3.54260 -0.85541 -0.08 -0.07 -0.46 -0.3548
C 3.31967 -3.95951 0.27680 -0.06 -0.07 0.01 -0.1436
C 4.34568 -4.88492 0.16053 -0.02 0.03 0.01 -0.2127
C 4.68594 -5.40224 -1.08218 0.00 0.00 -0.01 -0.1958
C 3.99417 -4.99622 -2.21303 0.00 0.02 0.01 -0.2101
C 2.96803 -4.06905 -2.09863 0.02 0.04 -0.03 -0.1857
C 1.62026 -1.46265 0.74636 0.05 0.13 0.01 -0.2658
C 0.65987 -1.10679 1.68993 0.00 -0.24 0.28 -0.2786
C 0.95879 -0.18510 2.68976 0.01 -0.03 0.01 -0.2070
C 2.20126 0.42141 2.73545 0.06 -0.01 -0.10 -0.2031
C 3.16627 0.07810 1.79050 -0.06 0.02 0.09 -0.1986
C 2.87894 -0.85356 0.81144 0.00 0.02 -0.05 -0.2388
N -1.59649 -1.61837 -0.90138 -0.59 -0.67 0.11 -0.5297
H -3.06541 0.29447 -2.55679 -0.03 -0.06 -0.03 0.2528
H -4.23124 0.40904 -1.24139 0.02 0.05 0.04 0.2514
H -0.98165 1.83810 -3.24741 0.00 -0.03 0.01 0.2217
H -0.67887 4.02032 -4.33214 -0.01 0.00 0.00 0.2244
H -1.22112 6.09862 -3.11350 0.01 0.00 0.01 0.2281
H -2.13622 5.98345 -0.82085 0.00 0.00 0.00 0.2218
H -2.48404 3.80601 0.26209 0.01 -0.01 -0.01 0.2127
H -0.52188 2.34935 1.48409 0.01 -0.02 -0.01 0.2360
H -1.08181 2.75582 3.84704 0.00 -0.01 0.00 0.2265
H -3.21499 1.91035 4.77694 0.00 0.01 0.00 0.2209
H -4.78781 0.66521 3.33671 0.00 0.00 0.01 0.2222
H -4.24520 0.26239 0.97289 0.01 -0.01 -0.01 0.2243
H -4.75650 -2.51175 -0.96080 0.01 -0.01 0.02 0.2177
H -3.02967 -4.49083 -0.25065 0.00 0.01 0.01 0.2173
H -0.03748 -4.50176 -0.67527 -0.02 0.02 -0.07 0.2561
H -0.03584 -3.68315 0.87623 -0.03 -0.08 0.00 0.2419
H 3.06319 -3.56505 1.25096 0.00 0.02 0.01 0.2169
H 4.88082 -5.20046 1.04676 0.01 -0.01 -0.01 0.2176
H 5.49166 -6.11983 -1.16749 -0.01 0.00 0.00 0.2185
H 4.25502 -5.39330 -3.18525 0.00 0.00 0.01 0.2196
H 2.43584 -3.74742 -2.98647 -0.01 0.01 0.01 0.2193
H -0.32265 -1.56582 1.67674 -0.02 0.03 -0.05 0.2269
H 0.20243 0.06163 3.42218 -0.02 0.01 0.02 0.2186
H 2.42717 1.16875 3.48450 0.00 -0.01 0.01 0.2308
H 4.13565 0.55750 1.81529 0.00 0.01 0.00 0.2337
H 3.63694 -1.09825 0.07652 -0.02 0.01 -0.03 0.2213
N 1.15540 1.22927 -1.08373 0.25 -0.01 0.15 -0.5416
C 1.63732 2.22915 -0.74528 -0.02 0.14 -0.09 0.4929
C 2.20611 3.43748 -0.38698 -0.07 -0.03 0.04 -0.5920
C 1.95570 4.57474 -1.19776 0.03 -0.06 0.06 0.3134
N 1.73324 5.48185 -1.87519 0.02 0.00 0.02 -0.3768
C 2.96148 3.50803 0.81123 -0.03 0.02 -0.09 0.3159
N 3.55964 3.53375 1.79782 -0.01 -0.01 -0.01 -0.3837
```
Positions in Å, forces in eV/Å.

energy relative to the best compared isomer or geometry (same formula, charge and spin)	16.6	kcal per mole
F_max	0.018	hartree/bohr
orbital gap	7.15	eV
calculated total energy	-63697.8172	eV
net charge	0
lowest unoccupied orbital energy	-0.7	eV